(1)
The following is a quantum chemistry calculation of a 2-piece molecular cluster, C23H20F2O3S overall at a distorted geometry, from OMol25.

Last column: Mulliken charge in e.
Atoms and positions in Å:
F: -5.13391 0.86584 2.25779  -0.32
C: -3.89352 0.28437 2.28050  0.51
C: -3.79459 -1.04710 2.68189  -0.61
C: -2.53287 -1.57714 2.86920  -0.34
C: -1.35455 -0.81796 2.60261  0.69
C: -0.08461 -1.36996 2.89861  -0.94
C: 1.16763 -0.74947 2.57545  0.44
C: 2.20954 -1.52738 1.99938  -0.40
C: 3.45295 -0.98559 1.70621  -0.49
C: 3.66100 0.35932 2.00546  0.46
F: 4.92419 0.86966 1.84617  -0.32
C: 2.66560 1.18577 2.51966  -0.86
C: 1.43271 0.62306 2.82823  -0.51
C: -1.53211 0.48155 2.03769  -0.26
C: -2.78686 1.06285 1.94455  -0.94
H: -4.68333 -1.64053 2.88361  0.42
H: -2.41536 -2.59738 3.22980  0.31
H: -0.05422 -2.41284 3.22715  0.46
H: 1.99744 -2.57416 1.77862  0.38
H: 4.25017 -1.59300 1.28633  0.46
H: 2.86150 2.23951 2.70450  0.41
H: 0.65758 1.23203 3.29535  0.70
H: -0.65980 1.03360 1.69343  0.71
H: -2.91026 2.09632 1.62468  0.44
C: 3.66110 -3.97863 5.70747  -1.35
C: 3.00019 -2.69700 5.26786  0.38
O: 1.59461 -2.82872 5.63619  -0.42
C: 0.90691 -1.66244 5.78004  0.45
C: -0.51232 -1.91418 5.74152  -0.40
S: -1.58300 -0.70046 6.11864  0.64
C: -1.38600 -0.27344 7.86406  0.05
C: -0.50380 0.74835 8.24053  -0.14
C: -0.46699 1.18336 9.56714  -0.62
C: -1.25817 0.55501 10.53223  -0.34
C: -2.07576 -0.52041 10.17498  -0.56
C: -2.14346 -0.93532 8.83898  -0.38
O: -2.96754 -1.21044 5.97578  -0.70
O: 1.43962 -0.55850 5.89357  -0.65
H: 4.64310 -4.09716 5.24322  0.40
H: 3.80296 -3.96678 6.79305  0.33
H: 3.02730 -4.83140 5.44837  0.31
H: 3.45279 -1.81802 5.74032  0.29
H: 3.03467 -2.57777 4.17742  -0.12
H: -0.89349 -2.87115 5.41291  0.64
H: 0.15132 1.19407 7.49271  0.36
H: 0.18360 2.01375 9.83849  0.35
H: -1.23554 0.90867 11.56210  0.36
H: -2.67217 -1.03223 10.93037  0.35
H: -2.78033 -1.77018 8.55503  0.38

Values from the calculation:
Lowest unoccupied orbital energy: -2.3 eV
HOMO-LUMO gap: 4.66 eV
E: -46584.397 eV
Strongest force on any atom: 2.7 eV/Å
ΔE to the lowest compared entry with this formula, charge and spin: 0.0000 eV
HOMO energy: -0.2542 hartree
Total charge: 0

***

(2)
The following is a quantum chemistry calculation of a 9-piece molecular cluster, H18O9 overall, from OMol25.

Last column: Mulliken charge in e.
Atoms and positions in Å:
O: -1.12697 0.59706 -3.94652  -0.64
H: -0.82421 1.41700 -4.33672  0.33
H: -1.65561 0.18647 -4.63077  0.32
O: -4.48107 3.37261 -3.00426  -0.64
H: -4.30238 2.59599 -2.47401  0.32
H: -4.40947 4.10381 -2.39069  0.32
O: 0.45114 -3.31069 4.15670  -0.64
H: -0.12570 -3.54166 3.42860  0.32
H: -0.01860 -3.60409 4.93741  0.31
O: 1.10358 4.17014 0.88566  -0.65
H: 1.46813 4.13325 1.76994  0.33
H: 0.67641 3.32185 0.76659  0.31
O: 3.25071 -0.03871 0.28227  -0.63
H: 3.05150 -0.59647 -0.46971  0.31
H: 2.53155 0.59237 0.31016  0.32
O: -0.64580 0.42100 0.26415  -0.62
H: -0.80031 0.37509 -0.67937  0.31
H: -0.89048 -0.44520 0.58983  0.31
O: 2.60848 1.77811 4.35942  -0.63
H: 2.50431 1.14536 3.64879  0.32
H: 2.93823 1.26127 5.09454  0.31
O: 2.22328 -1.81853 -3.42961  -0.63
H: 1.70452 -2.55462 -3.75408  0.31
H: 1.60945 -1.08445 -3.40561  0.33
O: -1.98853 -4.01259 0.89033  -0.62
H: -2.92683 -3.97916 1.07660  0.32
H: -1.92532 -4.48521 0.06035  0.32

Values from the calculation:
Lowest unoccupied orbital energy: 0.0 eV
HOMO-LUMO gap: 11.17 eV
E: -18719.260 eV
Strongest force on any atom: 0.4 eV/Å
ΔE to the lowest compared entry with this formula, charge and spin: 2.8759 eV
SMILES: O.O.O.O.O.O.O.O.O
HOMO energy: -0.4119 hartree
Total charge: 0

***

(3)
The following is a quantum chemistry calculation of a 4-piece molecular cluster, C2H12N2O3 overall at a distorted geometry, from OMol25.

Last column: Mulliken charge in e.
Atoms and positions in Å:
C: 1.84063 -1.00570 0.30086  -0.92
N: 1.41011 -0.11133 1.31986  -0.29
C: 1.38358 1.22711 0.70961  -0.06
N: 0.38619 2.03861 0.61833  -0.70
H: 1.23382 -1.79321 -0.02008  0.32
H: 2.83258 -1.29435 0.26264  0.37
H: 2.06103 -0.36321 -0.57097  0.28
H: 0.55746 -0.48147 1.87791  0.30
H: 2.33259 1.47251 0.27566  0.51
H: -0.56221 1.86393 0.83578  0.19
H: -3.65647 0.80252 -0.90485  0.30
H: -2.17214 1.04304 -1.07923  0.34
O: -2.84617 0.58799 -0.51024  -0.65
H: -2.12772 -4.73426 0.29525  0.31
H: -2.47141 -3.82615 1.38217  0.30
O: -1.73317 -4.03840 0.86308  -0.61
H: 0.46637 2.40048 -1.16279  0.39
H: 0.91396 3.14550 -2.53833  0.30
O: 0.15096 3.06638 -1.95465  -0.70

Values from the calculation:
Lowest unoccupied orbital energy: 0.7 eV
HOMO-LUMO gap: 9.96 eV
E: -11389.103 eV
Strongest force on any atom: 4.8 eV/Å
ΔE to the lowest compared entry with this formula, charge and spin: 2.6456 eV
SMILES: [H]/N=C\NC.O.O.O
HOMO energy: -0.3407 hartree
Total charge: 0